1.
{
  "formula": "C19H25CsN5O2",
  "method": "wB97M-V/def2-TZVPD",
  "symbols": ["Cs", "C", "C", "O", "C", "C", "C", "N", "N", "C", "O", "C", "C", "C", "C", "C", "C", "H", "H", "H", "H", "H", "H", "H", "H", "H", "H", "H", "H", "C", "C", "N", "C", "N", "C", "C", "C", "N", "C", "H", "H", "H", "H", "H", "H", "H", "H", "H", "H", "H", "H", "H"],
  "positions_angstrom": [[-2.102290, 1.942067, -0.410537], [-3.857475, -1.661022, 2.663549], [-2.829105, -0.669935, 2.113918], [-3.097097, -0.193378, 0.956080], [-1.730253, -0.412930, 2.904551], [-0.573927, 0.444945, 2.715192], [0.516376, 0.276978, 3.755027], [-0.441747, 1.313172, 1.763215], [0.775975, 2.005082, 1.823074], [0.925455, 2.931113, 0.907180], [0.151942, 3.309491, -0.028276], [2.256153, 3.654503, 1.014630], [3.210764, 3.330676, 1.979020], [4.413807, 4.016957, 2.044639], [4.687951, 5.042788, 1.146303], [3.744838, 5.371320, 0.183392], [2.540658, 4.681297, 0.119945], [-4.801600, -1.499404, 2.144117], [-4.008072, -1.547729, 3.738652], [-3.540476, -2.693645, 2.489342], [-1.715588, -0.960302, 3.841365], [0.240067, -0.470890, 4.497587], [0.723528, 1.228084, 4.247930], [1.450961, -0.017585, 3.274339], [2.982477, 2.531368, 2.670890], [5.143837, 3.751391, 2.801142], [5.628568, 5.579120, 1.198450], [3.946442, 6.169072, -0.522989], [1.788825, 4.917402, -0.621762], [-1.246561, -4.174420, -0.975695], [-2.402274, -3.226701, -0.719612], [-2.018058, -1.883305, -1.067015], [-1.188569, -1.547154, -2.092917], [-1.139007, -0.319678, -2.478505], [-0.168031, 0.094685, -3.471434], [0.946355, -0.912907, -3.713253], [0.323438, -2.290078, -3.830195], [-0.401426, -2.576777, -2.610540], [-0.766821, -3.962303, -2.398272], [-1.556399, -5.211973, -0.835505], [-0.433463, -3.956560, -0.280275], [-2.689434, -3.227801, 0.331769], [-3.279372, -3.561414, -1.295241], [-2.450076, -1.128227, -0.532707], [0.260423, 1.050834, -3.156255], [-0.685214, 0.292436, -4.420631], [1.641778, -0.914205, -2.870838], [1.509173, -0.661400, -4.615198], [1.085203, -3.063877, -3.954579], [-0.337288, -2.335971, -4.711341], [0.116505, -4.571773, -2.607089], [-1.551879, -4.281441, -3.104636]],
  "atomic_forces_ev_per_a": [[-0.742, 0.275, -0.812], [0.003, -0.002, 0.063], [-0.008, 0.100, -0.118], [-0.027, -0.324, 0.176], [-0.006, -0.064, 0.130], [0.014, -0.001, -0.008], [0.056, 0.034, 0.000], [0.245, -0.133, 0.328], [-0.022, 0.000, -0.030], [0.154, 0.101, 0.003], [0.372, 0.071, 0.228], [0.019, -0.019, 0.029], [0.022, 0.009, 0.007], [-0.019, -0.010, -0.005], [0.009, 0.006, 0.000], [-0.008, 0.006, -0.013], [-0.020, -0.018, 0.010], [-0.021, -0.018, 0.023], [0.016, 0.006, -0.005], [-0.006, 0.007, -0.056], [-0.011, 0.003, -0.008], [-0.021, -0.006, -0.004], [-0.011, -0.002, -0.001], [-0.010, -0.004, -0.007], [-0.014, -0.004, -0.006], [0.003, 0.003, -0.001], [-0.002, 0.001, -0.002], [0.008, 0.001, 0.004], [0.002, 0.004, -0.003], [-0.003, -0.005, 0.007], [0.034, -0.015, 0.035], [-0.064, 0.005, -0.072], [0.028, 0.006, 0.034], [-0.016, 0.002, 0.027], [-0.016, 0.014, 0.000], [0.023, -0.001, -0.011], [-0.012, 0.001, 0.006], [-0.008, -0.014, -0.018], [0.004, 0.012, -0.006], [-0.004, 0.000, -0.001], [0.004, 0.006, -0.005], [0.004, 0.004, 0.000], [0.003, 0.000, -0.003], [0.051, -0.023, 0.075], [0.009, -0.004, 0.001], [-0.006, -0.003, 0.001], [-0.010, 0.005, 0.009], [-0.006, -0.010, -0.005], [0.006, 0.003, 0.001], [0.001, 0.003, -0.001], [0.000, -0.005, 0.006], [0.001, -0.003, 0.001]],
  "total_charge": -1,
  "orbital_gap_ev": 5.11,
  "de_lowest_kcal_mol": 0.00,
  "largest_force_ev_per_a": 1.13,
  "total_energy_ha": -1183.48008
}

2.
{
  "formula": "C63H51BaN3P4Se2Si",
  "method": "wB97M-V/def2-TZVPD",
  "symbols": ["Ba", "C", "Si", "C", "C", "C", "C", "C", "C", "P", "C", "C", "C", "C", "C", "C", "C", "C", "C", "C", "C", "C", "C", "C", "C", "C", "C", "C", "P", "C", "C", "C", "C", "C", "C", "C", "C", "C", "C", "C", "C", "H", "H", "H", "H", "H", "H", "H", "H", "H", "H", "H", "H", "H", "H", "H", "H", "H", "H", "H", "H", "H", "H", "H", "H", "H", "H", "H", "H", "H", "H", "H", "Se", "P", "C", "C", "C", "C", "C", "C", "C", "C", "C", "C", "C", "C", "C", "C", "N", "N", "N", "P", "Se", "C", "C", "C", "C", "C", "C", "C", "C", "C", "C", "C", "C", "H", "H", "H", "H", "H", "H", "H", "H", "H", "H", "H", "H", "H", "H", "H", "H", "H", "H", "H", "H"],
  "positions_angstrom": [[-1.242164, -0.866712, -0.048537], [1.355764, -3.632782, -1.826694], [1.298798, -1.711964, -1.617957], [3.081076, -1.439811, -0.994948], [4.226034, -1.587722, -1.783808], [5.499386, -1.448486, -1.258214], [5.666457, -1.169816, 0.094159], [4.551855, -1.016738, 0.902292], [3.265547, -1.135597, 0.364881], [1.812857, -0.840777, 1.457017], [2.424130, 0.559674, 2.463930], [2.208013, 1.836049, 1.943507], [2.628770, 2.963094, 2.634469], [3.266927, 2.826982, 3.860111], [3.495270, 1.560505, 4.384258], [3.079250, 0.431813, 3.689480], [1.820715, -2.272651, 2.588064], [1.056531, -2.217291, 3.757322], [0.943897, -3.326618, 4.579596], [1.575218, -4.516847, 4.236354], [2.319630, -4.587058, 3.069417], [2.444386, -3.471464, 2.248967], [1.241496, -1.140411, -3.459302], [1.653935, -1.934796, -4.531263], [1.521089, -1.528307, -5.851311], [0.960870, -0.293599, -6.139260], [0.530017, 0.522302, -5.100593], [0.659490, 0.106481, -3.773991], [0.004579, 1.140437, -2.397281], [1.476409, 2.089339, -1.849704], [1.316762, 3.296771, -1.163210], [2.416864, 3.975447, -0.659536], [3.693807, 3.451195, -0.817183], [3.863990, 2.259087, -1.504853], [2.764645, 1.591920, -2.031214], [-1.008000, 2.404152, -3.250353], [-0.474667, 3.504787, -3.924959], [-1.306247, 4.414521, -4.560203], [-2.683913, 4.237605, -4.532119], [-3.227905, 3.153411, -3.861735], [-2.392036, 2.249497, -3.219780], [0.482566, -4.024403, -2.364346], [1.365500, -4.109719, -0.838387], [2.252296, -3.990487, -2.350229], [4.108181, -1.813496, -2.842218], [6.369467, -1.561741, -1.897471], [6.660775, -1.063388, 0.515310], [4.684717, -0.781769, 1.951865], [1.709986, 1.950082, 0.985788], [2.446019, 3.946857, 2.211267], [3.590789, 3.706698, 4.406598], [4.002563, 1.448230, 5.336541], [3.258281, -0.551051, 4.110367], [0.548187, -1.296393, 4.028091], [0.355915, -3.263774, 5.487461], [1.482132, -5.385535, 4.876514], [2.812271, -5.511542, 2.791446], [3.036391, -3.534897, 1.342785], [2.090063, -2.911413, -4.326906], [1.849909, -2.177773, -6.657592], [0.848608, 0.036386, -7.167111], [0.079981, 1.476684, -5.336968], [0.328689, 3.720436, -1.029115], [2.272022, 4.914960, -0.136482], [4.550997, 3.973491, -0.408042], [4.854156, 1.834674, -1.637195], [2.919848, 0.673465, -2.579555], [0.598063, 3.648813, -3.949153], [-0.878263, 5.264136, -5.079550], [-3.331862, 4.949732, -5.028858], [-4.302962, 3.013026, -3.826877], [-2.825949, 1.414725, -2.678964], [-7.802030, 0.945223, 1.299669], [-6.444513, 0.656855, 2.886851], [-6.423213, 2.068987, 4.034758], [-6.295658, 1.887513, 5.410937], [-6.376161, 2.972905, 6.271706], [-6.596173, 4.248952, 5.768492], [-6.752246, 4.430982, 4.400245], [-6.673653, 3.346540, 3.539562], [-6.762283, -0.778320, 3.954399], [-5.763747, -1.319134, 4.762208], [-6.050320, -2.383307, 5.600085], [-7.332876, -2.919693, 5.630101], [-8.324417, -2.391097, 4.818048], [-8.039354, -1.321922, 3.978205], [-4.774783, 0.315772, 2.298547], [-3.563415, 0.992811, 2.169642], [-2.655931, 0.105438, 1.747841], [-3.287231, -1.050786, 1.562704], [-4.557539, -0.952003, 1.891788], [-2.817459, 2.625470, 2.310491], [-1.150363, 2.679599, 0.966645], [-4.084405, 3.817229, 1.863292], [-4.872834, 3.543863, 0.747652], [-5.731522, 4.510944, 0.249002], [-5.796097, 5.758970, 0.855333], [-5.004079, 6.035909, 1.963978], [-4.145491, 5.070631, 2.465611], [-2.362893, 2.893164, 4.036698], [-1.024708, 2.836193, 4.413555], [-0.679591, 2.969574, 5.751460], [-1.666312, 3.159972, 6.709155], [-3.004098, 3.219398, 6.333885], [-3.355347, 3.085521, 5.000206], [-6.138356, 0.900707, 5.830201], [-6.281639, 2.812701, 7.340460], [-6.667792, 5.095995, 6.442387], [-6.950243, 5.417550, 3.997808], [-6.845459, 3.482909, 2.480519], [-4.756850, -0.918506, 4.728801], [-5.269555, -2.804751, 6.223514], [-7.554921, -3.757691, 6.280544], [-9.321640, -2.813723, 4.827053], [-8.802719, -0.912305, 3.325708], [-4.827005, 2.573151, 0.266807], [-6.349925, 4.283100, -0.611719], [-6.464274, 6.517641, 0.462010], [-5.048598, 7.009985, 2.437167], [-3.521674, 5.304399, 3.320831], [-0.262424, 2.684906, 3.657483], [0.365928, 2.924004, 6.036819], [-1.391885, 3.263102, 7.753433], [-3.776499, 3.373675, 7.078700], [-4.403024, 3.140421, 4.714611]],
  "atomic_forces_ev_per_a": [[0.766, 0.293, -0.575], [0.084, -0.130, 0.027], [0.326, -0.834, -0.695], [-0.017, 0.140, 0.403], [-0.013, -0.066, -0.129], [0.056, -0.016, -0.063], [-0.031, 0.027, 0.118], [0.053, 0.013, -0.125], [0.112, -0.008, -0.026], [0.036, 0.212, -0.278], [0.008, 0.004, 0.234], [0.030, -0.109, -0.016], [-0.012, 0.031, -0.022], [0.012, 0.053, 0.032], [0.005, -0.040, 0.016], [-0.101, 0.058, 0.026], [0.033, -0.039, 0.018], [-0.029, -0.010, 0.011], [-0.015, 0.013, 0.004], [0.000, -0.008, 0.012], [0.016, 0.000, -0.028], [0.040, 0.002, 0.017], [-0.050, 0.246, 0.086], [0.161, -0.201, 0.025], [0.029, -0.066, -0.072], [-0.043, 0.115, 0.038], [0.084, -0.142, -0.060], [-0.079, 0.082, -0.120], [0.093, -0.130, -0.155], [0.019, 0.091, -0.034], [0.015, 0.064, -0.063], [-0.037, 0.040, -0.088], [0.014, 0.011, -0.013], [0.046, -0.020, 0.011], [-0.019, 0.010, 0.033], [0.030, 0.151, 0.004], [-0.059, -0.022, 0.047], [0.038, -0.003, 0.008], [-0.027, 0.039, -0.026], [-0.053, -0.048, 0.029], [0.039, 0.004, 0.010], [0.068, 0.090, 0.053], [-0.004, 0.033, -0.063], [-0.071, 0.048, 0.023], [0.031, 0.019, 0.077], [-0.065, 0.005, 0.027], [-0.070, -0.014, -0.035], [0.004, -0.007, -0.018], [0.054, -0.042, 0.118], [0.027, -0.123, 0.077], [-0.024, -0.060, -0.039], [-0.031, 0.012, -0.057], [-0.010, 0.010, -0.011], [0.017, -0.018, -0.019], [0.018, -0.010, -0.024], [0.003, 0.023, -0.017], [-0.025, 0.033, 0.018], [-0.024, 0.016, 0.030], [-0.066, 0.133, -0.039], [-0.024, 0.053, 0.083], [0.009, -0.036, 0.083], [-0.013, -0.006, 0.001], [0.011, 0.006, -0.047], [-0.002, -0.054, -0.042], [-0.033, -0.031, -0.012], [-0.074, 0.040, 0.015], [-0.020, 0.038, -0.013], [0.034, 0.006, 0.004], [-0.017, -0.036, 0.023], [0.018, -0.020, 0.018], [0.077, 0.017, -0.009], [0.003, 0.001, -0.004], [0.027, 0.002, 0.085], [-0.150, -0.024, -0.296], [-0.191, -0.009, 0.050], [-0.031, -0.058, 0.189], [-0.146, -0.007, 0.046], [-0.036, -0.027, 0.005], [-0.031, 0.011, 0.100], [-0.185, -0.022, 0.048], [-0.116, -0.023, -0.099], [0.056, -0.008, -0.010], [0.017, -0.048, 0.047], [-0.015, -0.006, 0.000], [-0.003, 0.002, -0.007], [-0.051, 0.023, 0.011], [0.140, -0.122, 0.208], [0.464, 0.370, 0.439], [-1.233, -0.281, 0.439], [-0.774, -0.029, 0.492], [0.287, -0.102, 0.002], [0.150, -0.040, -0.233], [-0.253, 0.165, 0.136], [0.146, 0.211, -0.177], [-0.037, -0.023, -0.048], [-0.004, -0.037, -0.021], [-0.021, 0.014, 0.034], [-0.017, 0.034, -0.064], [0.081, 0.068, -0.049], [-0.057, 0.002, 0.138], [-0.019, -0.037, -0.034], [0.048, -0.002, -0.002], [0.032, -0.002, 0.028], [0.078, 0.010, 0.018], [-0.044, 0.092, -0.080], [-0.016, 0.081, -0.077], [-0.013, 0.027, -0.073], [0.010, -0.059, -0.044], [0.017, -0.073, 0.040], [-0.006, -0.012, 0.016], [-0.017, -0.011, -0.012], [-0.049, 0.034, -0.045], [0.018, 0.037, -0.026], [0.037, 0.007, 0.010], [0.040, -0.010, 0.024], [0.016, 0.024, 0.027], [0.028, 0.025, 0.075], [0.052, -0.053, 0.035], [-0.008, -0.036, -0.030], [-0.011, -0.064, -0.028], [0.013, 0.010, 0.009], [-0.081, 0.000, -0.001], [-0.024, 0.002, -0.064], [0.070, -0.014, -0.054], [0.450, 0.053, 0.005]],
  "total_charge": 0,
  "orbital_gap_ev": 6.27,
  "de_lowest_kcal_mol": 4.96,
  "largest_force_ev_per_a": 1.34,
  "total_energy_ha": -9078.96425
}

3.
{
  "formula": "C7H5O4S",
  "method": "wB97M-V/def2-TZVPD",
  "symbols": ["C", "C", "C", "C", "C", "C", "C", "O", "O", "O", "O", "S", "H", "H", "H", "H", "H"],
  "positions_angstrom": [[-1.360920, -0.476575, -0.302870], [-0.975505, 0.909936, -0.218125], [-0.406849, -1.493021, -0.390304], [0.340231, 1.244849, -0.259444], [0.943014, -1.143782, -0.388806], [1.322754, 0.267531, -0.371434], [2.150633, -2.087364, -0.190237], [1.953336, -3.295625, -0.171199], [3.181760, -1.452747, 0.044184], [3.348876, 0.772307, 1.296546], [2.902370, 2.249073, -0.632580], [3.048554, 0.844250, -0.354358], [-2.480344, -0.822275, -0.244061], [-1.806997, 1.735889, -0.165673], [-0.535239, -2.602089, -0.401256], [0.507596, 2.364268, -0.253204], [3.358625, -0.162822, 1.571519]],
  "atomic_forces_ev_per_a": [[-1.845, -0.016, 0.272], [-3.451, -1.203, -0.168], [1.018, -0.265, 0.080], [0.580, 1.947, -0.441], [1.234, 2.960, 0.109], [-1.080, -1.718, 0.626], [-1.976, -0.241, 0.060], [-0.248, -0.975, -0.267], [1.817, 0.046, 0.440], [-0.315, 0.430, -0.081], [-0.194, 2.269, 0.108], [0.506, -2.076, -0.023], [2.167, 1.032, -0.175], [1.725, -1.766, -0.019], [-0.576, 1.081, 0.029], [0.623, -1.606, 0.042], [0.016, 0.101, -0.593]],
  "total_charge": -1,
  "orbital_gap_ev": 8.45,
  "de_lowest_kcal_mol": 0.00,
  "largest_force_ev_per_a": 3.66,
  "total_energy_ha": -968.93937
}

4.
{
  "formula": "C3H3N3S",
  "method": "wB97M-V/def2-TZVPD",
  "symbols": ["S", "N", "C", "C", "N", "C", "N", "H", "H", "H"],
  "positions_angstrom": [[1.383022, 2.574805, -1.672286], [1.112677, 1.024589, -1.608231], [0.410154, 0.468274, -0.570952], [0.162883, -0.891438, -0.506011], [-0.553658, -1.078031, 0.648529], [-0.708950, 0.158080, 1.213905], [-0.159744, 1.108976, 0.515155], [0.475896, -1.689962, -1.170050], [-0.875105, -1.952601, 1.025408], [-1.247175, 0.277308, 2.124532]],
  "atomic_forces_ev_per_a": [[-0.079, -0.366, 0.041], [0.191, 0.432, -0.188], [-0.418, -0.429, 0.331], [0.082, -0.044, 0.169], [0.448, 0.183, -0.644], [0.183, 0.192, -0.410], [0.012, -0.342, 0.056], [-0.169, 0.212, 0.225], [-0.006, 0.017, -0.042], [-0.243, 0.145, 0.462]],
  "total_charge": 0,
  "orbital_gap_ev": 6.89,
  "de_lowest_kcal_mol": 34.96,
  "largest_force_ev_per_a": 0.81,
  "total_energy_ha": -678.52358
}